The following is a quantum chemistry calculation of the molecule C20H17N3O3 at a distorted geometry, from OMol25.

The geometry in XYZ format:
```
43
Properties=species:S:1:pos:R:3:forces:R:3
O 1.328 5.108 -0.511 0.11 0.07 -0.01
C 1.137 3.933 -0.735 0.11 -0.19 -0.06
C 2.246 3.013 -1.241 0.15 -0.03 0.07
N 2.177 1.614 -0.930 0.29 -0.28 -0.33
C 2.128 1.164 0.377 0.15 0.22 0.18
C 2.242 2.013 1.458 -0.02 0.04 -0.49
C 2.168 1.528 2.767 -0.07 -0.37 0.29
C 1.962 0.200 3.013 0.05 0.30 0.20
C 1.876 -0.712 1.942 0.01 0.16 -0.30
C 1.689 -2.092 2.167 -0.03 -0.18 -0.05
C 1.653 -2.980 1.130 -0.03 -0.02 0.26
C 1.827 -2.525 -0.184 0.02 0.16 -0.26
C 1.995 -1.190 -0.437 0.09 -0.14 -0.12
C 1.996 -0.241 0.608 -0.05 -0.13 0.30
N -0.121 3.422 -0.573 -0.85 0.86 0.37
N -0.496 2.154 -0.771 -0.28 -0.80 -0.25
C -1.714 1.839 -0.566 0.27 0.97 0.11
C -2.200 0.486 -0.722 -0.24 -0.84 -0.11
C -3.575 0.235 -0.671 0.33 0.16 0.00
C -4.053 -1.051 -0.803 0.03 -0.39 -0.04
C -3.167 -2.114 -0.979 0.12 0.35 0.04
C -3.722 -3.479 -1.106 -0.56 -0.30 -0.01
O -4.898 -3.745 -1.082 0.06 0.07 0.01
O -2.782 -4.425 -1.255 0.51 -0.19 -0.04
C -1.795 -1.871 -1.023 -0.18 -0.07 -0.02
C -1.320 -0.584 -0.901 -0.12 0.26 0.04
H 2.263 3.119 -2.331 0.04 0.03 0.12
H 3.186 3.429 -0.861 -0.20 0.08 -0.08
H 1.597 1.086 -1.564 0.06 0.11 0.13
H 2.369 3.074 1.310 0.03 0.11 -0.04
H 2.254 2.228 3.586 0.00 0.03 0.08
H 1.873 -0.170 4.024 0.00 -0.03 0.10
H 1.583 -2.435 3.186 -0.02 -0.04 0.09
H 1.509 -4.034 1.315 -0.01 -0.07 0.05
H 1.838 -3.236 -0.997 0.02 -0.03 -0.08
H 2.162 -0.868 -1.455 0.01 0.01 -0.08
H -0.816 4.099 -0.239 0.31 -0.19 -0.10
H -2.447 2.593 -0.254 0.08 0.02 0.00
H -4.264 1.055 -0.530 -0.07 0.08 0.03
H -5.111 -1.260 -0.770 -0.07 -0.01 0.00
H -3.204 -5.295 -1.329 -0.18 0.27 0.03
H -1.109 -2.694 -1.146 0.08 -0.05 0.00
H -0.261 -0.390 -0.916 0.05 -0.02 0.01
```
Positions in Å, forces in eV/Å.

Energy above the lowest of the compared OMol25 structures with the same formula, charge and spin: 1.0173 eV
Orbital gap: 0.266 hartree
Lowest unoccupied orbital energy: -0.43 eV

Results of the Löwdin charge analysis, in e, for atoms 1 through 2: number 1, O, carries 0.07; number 2, C, carries -0.47